No. 1
C28H45AlF9OP2 | the ωB97M-V functional and the def2-TZVPD basis

Calculated values
Orbital gap (spin up / spin down)   4.078 / 4.077 eV
Charge   +1
E_LUMO (spin up / spin down)   -5.9 / -5.9 eV
Highest occupied orbital energy (spin up / spin down)   -9.9 / -9.9 eV
Electronic energy   -81434.739 eV

Element x y z (Å)
Al (-0.466539, -0.611063, -1.550929)
C (-2.198354, 1.808026, 0.013725)
C (-2.653684, 0.938239, -0.993095)
C (-2.236584, -0.308932, 0.925181)
C (-1.974017, 1.039915, 1.202753)
C (-2.550611, -0.455564, -0.507455)
C (-2.161757, 3.282923, -0.053812)
H (-1.876218, 3.630831, -1.056436)
H (-1.449660, 3.701360, 0.673216)
H (-3.155234, 3.702944, 0.171050)
C (-1.967295, 1.638998, 2.546013)
H (-1.292951, 2.503948, 2.589672)
H (-1.677708, 0.900086, 3.290829)
H (-2.996737, 1.980768, 2.770530)
C (-2.507570, -1.338163, 1.940041)
H (-3.568287, -1.219337, 2.253037)
H (-1.860978, -1.203636, 2.816188)
H (-2.366292, -2.360226, 1.546630)
C (-3.464651, -1.542072, -0.962948)
H (-4.530465, -1.244223, -0.979943)
H (-3.380142, -2.446787, -0.339099)
H (-3.230745, -1.828501, -1.992800)
C (-3.430276, 1.367974, -2.171629)
H (-4.423629, 1.757129, -1.892407)
H (-3.591767, 0.540677, -2.858929)
H (-2.912993, 2.180271, -2.695015)
C (1.312105, 0.448873, -2.040313)
C (0.150775, 1.218987, -2.171944)
C (-0.348245, 1.552915, -3.561586)
C (-1.191359, 0.404184, -4.181024)
C (-1.202191, -0.897497, -3.375368)
C (-0.005486, -1.623720, -3.282932)
C (1.239855, -1.123319, -4.038287)
C (2.016409, -0.012308, -3.302203)
H (0.482624, 1.779658, -4.262493)
H (-0.821113, 0.171041, -5.195022)
H (-0.949527, 2.480448, -3.532764)
H (2.170170, 0.837335, -3.997870)
H (1.970800, 0.558337, -1.176014)
H (-0.117846, 1.937138, -1.386910)
H (3.046900, -0.354934, -3.083035)
H (1.910241, -1.977433, -4.227006)
H (-0.001839, -2.717888, -3.179621)
H (0.961098, -0.772841, -5.046761)
H (-2.225089, 0.742361, -4.325568)
H (-2.154673, -1.434838, -3.329156)
P (1.844646, 2.321206, 0.693911)
C (1.574509, 3.216060, 2.234644)
H (2.417367, 3.911447, 2.372979)
H (1.538433, 2.490491, 3.061683)
H (0.603510, 3.744950, 2.171308)
C (3.512406, 1.619196, 0.769919)
H (4.196383, 2.417536, 1.088752)
H (3.801474, 1.233885, -0.222397)
H (3.524913, 0.790343, 1.497340)
C (1.855973, 3.588567, -0.623684)
H (2.033012, 3.101360, -1.601609)
H (2.639388, 4.332949, -0.401987)
H (0.853016, 4.064663, -0.650808)
P (0.998461, -2.605798, -0.097941)
C (-0.408761, -3.525209, -0.852501)
H (-0.111892, -4.366154, -1.500171)
H (-1.035448, -2.848629, -1.485626)
H (-1.102000, -3.880006, -0.067825)
C (2.416633, -2.587252, -1.252387)
H (2.092419, -2.380210, -2.277425)
H (3.030260, -3.504162, -1.238313)
H (3.055822, -1.735388, -0.944374)
C (1.567941, -3.741512, 1.185108)
H (2.040636, -4.664155, 0.797805)
H (0.717108, -3.990872, 1.842712)
H (2.308429, -3.184611, 1.773903)
F (0.196387, 1.537149, 4.281749)
C (0.289696, 0.232277, 4.696857)
F (0.963287, 0.240800, 5.875334)
F (-0.997612, -0.164356, 4.956508)
C (0.947041, -0.738724, 3.625331)
O (0.535128, -0.479459, 2.412858)
C (2.505530, -0.510529, 3.737265)
F (3.039537, -1.103350, 4.838751)
F (3.185643, -0.972404, 2.635081)
F (2.809157, 0.829469, 3.794287)
C (0.638473, -2.209879, 4.109552)
F (0.427126, -2.302585, 5.449401)
F (-0.472311, -2.722580, 3.504164)
F (1.649791, -3.086646, 3.821357)

Atomic forces in eV per Å
-1.132 -0.697 5.134
-0.256 -1.426 0.010
0.898 1.162 0.416
-0.264 -0.717 -2.045
-0.903 0.897 -1.108
1.316 -0.309 2.134
0.084 0.595 -0.078
-0.080 0.035 0.197
-0.232 -0.113 -0.249
0.270 -0.003 -0.063
0.150 0.005 0.235
-0.241 -0.250 0.127
-0.190 0.385 -0.249
0.366 -0.017 -0.060
0.157 -0.358 0.417
0.437 -0.211 -0.110
-0.339 -0.086 -0.397
-0.102 0.410 0.272
-0.449 -0.583 -0.451
0.435 0.042 0.208
-0.022 0.421 -0.251
-0.340 -0.215 0.196
-0.216 0.209 -0.411
0.278 -0.116 0.078
-0.133 0.057 -0.037
-0.242 -0.071 0.012
0.599 1.399 -1.093
1.619 2.151 -0.283
-0.448 0.146 -0.567
-0.630 0.055 -0.268
-0.080 -0.643 -2.663
0.399 -0.409 -2.463
0.208 -0.178 -0.254
0.650 -0.294 -0.346
-0.283 -0.119 0.685
-0.113 -0.020 0.392
0.245 -0.532 0.130
-0.162 -0.223 0.512
-0.833 -0.209 0.451
0.320 -0.633 -0.002
-0.671 0.080 0.170
-0.323 0.251 0.164
-0.397 0.666 0.371
-0.129 -0.160 0.402
0.411 -0.177 0.090
0.363 0.166 0.217
-2.046 -1.702 -0.614
0.431 0.328 0.149
-0.434 0.096 0.290
0.054 0.531 -0.537
0.604 -0.119 0.100
0.405 0.419 0.237
0.296 -0.392 -0.134
0.031 0.213 0.343
0.013 0.538 -0.460
0.447 0.420 0.207
0.069 0.382 0.462
-0.349 0.033 -0.478
0.632 -0.123 0.034
-0.751 0.780 -0.912
-0.553 -0.425 -0.650
-0.166 0.065 0.321
0.262 -0.706 0.591
0.513 0.072 -0.195
0.480 -0.082 -0.180
0.192 -0.224 0.426
-0.314 0.300 0.017
-0.229 -0.466 -0.067
-0.001 0.108 0.644
-0.373 0.502 -0.150
0.526 0.092 -0.310
-0.209 -0.331 -0.149
0.337 -1.490 0.562
-0.120 0.299 0.931
-0.646 0.227 -0.697
0.829 0.288 -0.128
0.237 0.715 -0.384
-0.287 -0.197 -0.300
0.857 0.078 0.429
-0.027 0.588 -0.951
-0.722 0.014 1.076
-0.252 -1.217 0.114
-0.092 -0.988 0.899
0.189 -0.127 -0.925
0.827 0.412 0.408
-0.656 0.725 0.412

---

No. 2
C28H45BBrClF4IKNSb | the ωB97M-V functional and the def2-TZVPD basis

Calculated values
Orbital gap   5.194 eV
Charge   -2
E_LUMO   3.6 eV
Highest occupied orbital energy   -1.6 eV
ΔE to the lowest compared entry with this formula, charge and spin   0.238 eV
Electronic energy   -156336.472 eV

Element x y z (Å)
K (-1.274020, -0.154173, 0.357172)
F (-1.935448, 2.095855, 1.237830)
B (-2.236696, 2.306640, 2.621292)
F (-2.475020, 1.044628, 3.198537)
F (-1.156953, 2.931185, 3.257510)
F (-3.376042, 3.119099, 2.719292)
Cl (1.317997, -0.975681, 1.404497)
C (1.715840, -0.219728, -0.313002)
H (2.810050, -0.358203, -0.325307)
H (1.334266, -1.025126, -0.967913)
C (-0.553363, 5.586413, 1.351735)
C (0.918604, 5.504164, 0.931275)
C (1.740077, 5.480840, 2.225002)
C (1.260372, 6.748426, 0.122186)
Sb (1.185052, 3.477840, 0.039667)
C (3.379850, 3.444857, -0.341244)
C (3.958730, 2.750746, 0.895893)
C (4.072526, 4.789591, -0.544332)
C (3.696486, 2.559004, -1.545607)
C (0.392698, 3.819848, -1.999401)
C (0.337491, 2.460864, -2.697699)
C (1.142431, 4.808832, -2.888349)
C (-1.041298, 4.321919, -1.818043)
H (-0.692974, 6.468877, 1.993393)
H (-0.870523, 4.713381, 1.922239)
H (-1.225629, 5.696843, 0.499881)
H (1.526771, 6.387451, 2.809262)
H (2.816826, 5.450747, 2.051242)
H (1.467680, 4.623445, 2.846342)
H (1.121983, 7.641038, 0.751225)
H (0.595145, 6.859769, -0.736160)
H (2.287484, 6.758983, -0.243651)
H (3.790594, 3.322284, 1.811555)
H (5.044695, 2.626565, 0.775198)
H (3.512887, 1.762222, 1.030292)
H (3.982130, 5.449178, 0.319026)
H (3.686923, 5.323930, -1.414693)
H (5.146819, 4.619049, -0.711810)
H (3.175074, 1.604151, -1.484107)
H (4.779211, 2.364062, -1.564109)
H (3.441290, 3.036222, -2.492051)
H (1.328696, 2.068507, -2.921721)
H (-0.211652, 2.565467, -3.644383)
H (-0.161154, 1.703813, -2.091477)
H (2.169149, 4.502497, -3.083309)
H (1.168710, 5.811884, -2.462130)
H (0.635477, 4.876654, -3.862711)
H (-1.612096, 3.709625, -1.114123)
H (-1.562285, 4.296503, -2.785287)
H (-1.064294, 5.353537, -1.461161)
C (-4.791470, 0.207494, -1.330347)
N (-4.353330, 0.015358, 0.033390)
C (-4.963014, 0.997525, 0.904440)
C (-4.633855, -1.332032, 0.519914)
C (-4.083662, -2.435084, -0.362662)
C (-4.969459, -3.440485, -0.748127)
C (-4.546913, -4.489109, -1.557924)
C (-3.230952, -4.490950, -1.993223)
C (-2.371377, -3.461886, -1.600700)
C (-2.724126, -2.390803, -0.756619)
H (-4.547470, 1.224029, -1.647833)
H (-5.886776, 0.071617, -1.436905)
H (-4.290906, -0.500594, -1.988786)
H (-4.658559, 2.002934, 0.616742)
H (-4.640826, 0.841956, 1.931199)
H (-6.070357, 0.939289, 0.868750)
H (-5.729588, -1.463648, 0.640734)
H (-4.202639, -1.399453, 1.525112)
H (-6.006412, -3.403708, -0.417689)
H (-5.235887, -5.274031, -1.853703)
H (-2.871803, -5.289384, -2.639242)
H (-1.354703, -3.511210, -1.992800)
Br (2.608385, -7.703353, 0.378605)
C (3.344310, -5.964123, 0.151673)
C (4.729080, -5.869721, 0.102913)
C (5.324950, -4.630261, -0.059476)
C (4.534618, -3.495532, -0.172446)
C (3.154416, -3.596544, -0.124305)
C (2.539410, -4.837057, 0.039774)
I (0.458967, -4.865425, 0.059792)
H (5.326770, -6.766521, 0.190850)
H (6.404986, -4.558835, -0.097309)
H (4.977476, -2.515741, -0.297223)
H (2.549754, -2.700235, -0.203631)

Atomic forces in eV per Å
-0.143 -0.031 -0.093
-0.070 0.450 0.188
-0.024 -0.109 -0.017
-0.031 0.019 -0.027
0.060 -0.007 -0.033
-0.031 0.019 0.006
0.423 0.003 0.001
-0.118 -0.163 0.093
0.019 0.052 -0.032
0.025 0.006 -0.019
-0.024 0.036 0.003
-0.024 0.019 0.139
-0.027 0.012 -0.003
0.021 0.014 -0.045
0.015 -0.081 -0.038
0.086 0.049 0.019
-0.015 0.000 0.003
-0.004 -0.009 0.008
-0.019 -0.010 0.003
-0.032 0.084 -0.042
0.002 -0.007 0.002
-0.013 0.002 -0.002
-0.027 0.001 -0.027
0.000 0.007 -0.006
0.009 -0.002 0.004
0.027 -0.012 0.069
-0.002 -0.002 -0.002
0.023 -0.012 -0.029
0.009 -0.005 -0.013
-0.001 0.000 0.005
-0.004 0.006 0.005
-0.009 -0.001 0.009
-0.024 0.020 0.011
-0.001 -0.005 0.004
-0.004 0.003 0.000
-0.011 -0.018 0.020
-0.019 -0.006 -0.031
0.000 -0.001 0.000
-0.026 -0.068 0.026
-0.013 -0.019 -0.008
-0.028 0.013 -0.021
0.039 -0.003 0.000
0.008 -0.023 0.004
-0.031 0.013 0.007
0.035 -0.031 0.005
0.003 -0.004 0.007
-0.008 0.008 0.004
0.010 -0.003 -0.006
-0.001 -0.007 0.000
0.002 -0.039 -0.049
-0.040 0.006 -0.037
0.037 0.013 0.006
-0.044 0.035 -0.012
-0.041 -0.005 0.034
0.033 -0.001 0.001
-0.010 0.009 -0.003
-0.020 -0.013 -0.017
0.020 -0.003 -0.009
0.030 0.018 -0.015
-0.103 -0.224 -0.109
0.005 0.003 0.003
0.003 -0.006 -0.001
0.005 -0.002 0.005
0.017 0.013 -0.001
0.040 0.000 0.037
0.014 -0.013 0.007
-0.002 -0.003 -0.026
0.021 -0.003 -0.021
0.000 -0.008 0.002
-0.002 -0.004 0.008
-0.004 0.005 -0.004
-0.019 0.014 0.002
0.011 0.019 -0.003
-0.012 -0.063 0.019
-0.027 0.025 -0.003
0.022 -0.006 -0.009
-0.030 0.012 -0.002
-0.004 0.001 0.016
0.034 -0.015 -0.005
0.018 0.052 -0.012
-0.002 -0.004 0.007
-0.002 0.013 0.003
0.027 -0.007 0.009
-0.007 -0.016 0.028